DFT (ωB97M-V with the def2-TZVPD basis set) results for 2 unconnected molecules or ions with the total composition C6H16NPS at a distorted geometry.

The geometry in XYZ format:
```
25
Properties=species:S:1:pos:R:3:forces:R:3:nbo_charge:R:1
C -2.363092 -1.406621 0.540472 0.5 -2.2 2.8 -0.448
C -2.724715 0.900916 -0.202732 -0.7 -1.7 -0.6 -0.664
C 1.623137 -1.247974 0.315643 -0.9 0.8 -1.9 -0.605
C 0.973146 -0.379690 -1.968289 -0.6 0.0 -2.2 -0.641
C -2.394443 -0.146548 0.821095 -0.4 2.9 -0.5 -0.154
C 0.755565 -0.165618 -0.448942 1.2 -1.2 -1.6 -0.573
N 0.965428 1.530861 1.556386 0.6 -0.5 0.6 -1.201
P 1.254518 1.580084 -0.153682 -1.9 -0.6 2.1 0.906
S 3.285548 1.592527 -0.511756 1.6 0.2 0.3 -0.346
H -2.844012 -1.797995 -0.353417 0.8 -0.4 0.1 0.214
H 3.886102 1.082239 0.605985 -0.6 0.0 -0.4 0.144
H -1.939964 -1.929683 1.479013 -1.1 -0.5 -2.1 0.212
H -3.681949 1.362585 0.135251 0.9 0.4 -0.8 0.226
H -2.832902 0.302419 -1.165493 -0.3 1.1 0.9 0.203
H -1.847064 1.531657 -0.354472 -0.4 0.6 0.2 0.226
H 2.456739 -1.541285 -0.320323 -0.1 0.0 -0.2 0.214
H 2.090279 -0.861995 1.170453 0.3 0.4 1.6 0.189
H 1.040457 -2.128911 0.511771 -0.3 -0.4 0.3 0.218
H 1.810465 0.191085 -2.417953 -0.4 0.2 0.5 0.215
H 0.070382 -0.162248 -2.622713 0.8 0.2 1.0 0.210
H 1.240518 -1.375977 -2.347210 -0.2 -0.3 0.9 0.216
H -2.192362 0.246559 1.806023 0.5 -0.2 0.2 0.192
H -0.337134 -0.250522 -0.321321 0.8 0.1 0.6 0.260
H 0.418904 2.263348 1.983613 0.3 0.0 -0.1 0.397
H 1.286444 0.810782 2.262608 -0.5 1.2 -1.6 0.392
```
Positions in Å, forces in eV/Å.

HOMO-LUMO gap, eV: 9.5
SMILES string: CC(C)P(N)S.C=CC
ΔE to the lowest compared entry with this formula, charge and spin, kJ/mol: 101.8
Spin multiplicity: 1
HOMO level, Ha: -0.3210